Entry 1:
The following is a DFT calculation (ωB97M-V/def2-TZVPD) of a 4-piece molecular cluster, C16H33B3ClNO8 overall.

Output
HOMO = -9.4 eV
SMILES string = C[C@H](Cl)CB1OBOB(CON=O)O1.C1CCOC1.C1CCOC1.C1CCOC1
net charge = 0
gap between HOMO and LUMO = 9.846 eV
DFT total energy = -49552.311 eV
spin multiplicity = 1

The geometry in XYZ format:
```
62
Properties=species:S:1:pos:R:3:forces:R:3:mulliken_charge:R:1
C -1.010 0.520 0.160 -0.02 0.03 0.53 -1.233
C -2.382 -0.125 0.256 0.12 0.42 -0.29 0.526
Cl -2.276 -1.597 1.298 -0.06 -0.08 -0.04 -0.228
C -2.995 -0.399 -1.124 -0.17 -0.11 -0.13 -0.759
B -4.209 -1.387 -1.107 0.04 -0.46 -0.30 0.286
O -4.083 -2.767 -1.029 -0.33 0.33 0.03 -0.441
B -5.189 -3.361 -0.463 0.24 -0.25 -0.09 0.566
O -5.897 -2.640 0.491 -0.28 0.08 -0.27 -0.528
B -6.135 -1.339 0.093 -0.03 -0.27 -0.23 0.532
C -6.989 -0.351 0.974 -0.14 -0.06 0.07 -0.318
O -7.414 0.815 0.249 0.06 -0.04 -0.14 -0.139
N -8.611 0.530 -0.422 0.32 -0.43 0.14 0.152
O -8.755 1.242 -1.328 -0.29 0.47 -0.20 -0.331
O -5.530 -0.926 -1.084 0.34 0.73 0.83 -0.247
H -1.096 1.574 -0.106 -0.02 -0.06 -0.26 0.299
H -0.348 0.001 -0.531 -0.05 -0.05 -0.02 0.151
H -0.564 0.499 1.156 0.14 0.04 -0.06 0.310
H -3.039 0.558 0.793 -0.08 -0.19 0.14 0.354
H -3.363 0.569 -1.472 0.17 0.00 -0.19 0.262
H -2.219 -0.756 -1.807 0.05 -0.01 0.06 0.321
H -5.573 -4.413 -0.858 0.12 -0.13 0.30 -0.107
H -7.850 -0.848 1.427 0.01 0.04 0.05 0.257
H -6.354 0.023 1.782 -0.06 -0.05 0.08 0.292
C 3.052 -3.223 -1.595 -0.08 -0.05 0.02 -0.546
C 2.109 -3.552 -2.754 0.03 0.06 -0.01 -0.634
C 0.769 -3.073 -2.207 0.04 -0.08 0.06 -0.484
O 1.063 -1.977 -1.341 -0.11 0.04 -0.05 -0.274
C 2.468 -1.910 -1.093 0.01 0.08 -0.01 0.088
H 4.096 -3.133 -1.890 0.00 0.01 -0.02 0.378
H 2.980 -3.991 -0.822 0.00 0.00 0.01 0.271
H 2.387 -2.973 -3.637 -0.01 0.00 -0.01 0.268
H 2.098 -4.606 -3.028 0.01 -0.01 0.02 0.362
H 0.275 -3.859 -1.625 -0.01 -0.02 -0.03 0.304
H 0.082 -2.739 -2.986 0.00 0.03 0.01 0.267
H 2.882 -1.056 -1.642 0.04 -0.01 0.02 0.107
H 2.625 -1.737 -0.030 0.05 0.01 -0.01 -0.116
C 3.296 3.185 -0.845 -0.03 -0.03 -0.06 -0.506
C 2.618 4.348 -1.568 0.01 0.02 0.06 -0.645
C 1.177 3.858 -1.649 0.05 -0.05 -0.04 -0.526
O 0.966 3.047 -0.493 -0.02 0.03 0.02 -0.329
C 2.215 2.763 0.141 -0.01 0.00 0.03 0.327
H 4.230 3.459 -0.354 0.00 0.02 0.00 0.405
H 3.505 2.374 -1.546 0.00 -0.01 0.01 0.214
H 2.678 5.254 -0.961 -0.01 0.00 0.00 0.256
H 3.043 4.565 -2.547 0.00 -0.02 -0.01 0.383
H 1.019 3.246 -2.543 0.01 0.02 -0.02 0.295
H 0.448 4.669 -1.652 -0.01 -0.01 0.02 0.287
H 2.278 3.344 1.070 0.03 0.00 0.00 0.055
H 2.257 1.702 0.392 -0.02 0.00 -0.02 -0.224
C 3.064 0.107 3.969 0.07 -0.02 0.00 -0.737
C 3.736 1.419 3.569 -0.06 0.02 -0.02 -0.436
C 4.447 1.019 2.282 0.03 -0.03 0.06 -0.247
O 3.645 0.002 1.682 0.01 -0.03 -0.04 -0.381
C 2.661 -0.457 2.613 -0.06 0.07 0.00 0.059
H 2.215 0.234 4.639 -0.01 0.02 -0.01 0.368
H 3.787 -0.552 4.455 0.00 -0.01 0.00 0.288
H 2.980 2.180 3.364 0.00 0.00 -0.01 0.174
H 4.419 1.812 4.322 0.01 -0.02 0.01 0.399
H 5.442 0.610 2.488 0.01 0.03 0.01 0.363
H 4.554 1.847 1.579 0.00 -0.02 -0.02 -0.054
H 1.680 -0.081 2.303 -0.01 -0.02 0.02 -0.101
H 2.633 -1.547 2.592 0.02 0.00 -0.03 0.345
```
Forces are in eV/Å.

***

Entry 2:
The following is a DFT calculation (ωB97M-V/def2-TZVPD) of C5H6OS2 as an isolated structure.

Output
HOMO = -8.8 eV
net charge = 0
ΔE to the lowest compared entry with this formula, charge and spin = 337.62 kJ/mol
gap between HOMO and LUMO = 9.097 eV
DFT total energy = -28996.457 eV
spin multiplicity = 1

The geometry in XYZ format:
```
14
Properties=species:S:1:pos:R:3:forces:R:3:mulliken_charge:R:1
C -0.077 -0.618 0.160 -1.34 0.92 -2.22 -0.003
C -1.263 -0.903 -0.960 2.07 2.95 0.19 -0.721
C -1.990 0.015 0.015 -5.77 0.54 -3.75 0.026
C -1.335 -0.567 1.134 1.07 -1.02 4.41 -0.433
C -0.001 0.915 -0.138 -0.36 -1.85 1.79 0.245
H 1.094 -2.854 -0.484 0.23 2.48 0.97 0.135
H -1.162 -0.172 -1.790 0.34 -1.88 -0.69 0.280
H -1.268 -1.956 -1.032 -1.12 -0.93 -0.50 0.449
H -3.162 0.355 -0.286 2.85 -1.60 1.71 0.298
H -1.707 -1.578 1.361 0.23 0.35 -0.01 0.311
H -1.338 0.078 2.073 0.44 -0.95 -0.99 0.247
O -1.363 1.249 -0.223 3.31 1.57 -0.15 -0.359
S 1.517 -1.518 0.011 -1.31 -1.45 -0.16 -0.181
S 1.386 1.711 0.032 -0.64 0.86 -0.61 -0.293
```
Forces are in eV/Å.

***

Entry 3:
The following is a DFT calculation (ωB97M-V/def2-TZVPD) of an isolated ion of composition C5H8FO6S2 and charge -1.

Output
HOMO (alpha / beta) = -2.1 / -5.8 eV
net charge = -1
gap between HOMO and LUMO (alpha / beta) = 5.183 / 6.797 eV
DFT total energy = -41983.626 eV
spin multiplicity = 3

The geometry in XYZ format:
```
22
Properties=species:S:1:pos:R:3:forces:R:3:lowdin_spin:R:1
C -0.409 0.715 -2.088 2.16 -0.31 4.74 0.616
C -0.031 2.115 -1.846 -1.58 -0.20 1.73 0.167
C -0.523 -1.697 2.657 1.00 2.03 -0.70 0.002
C -0.251 -0.273 -0.892 1.18 0.52 -2.19 0.147
C -1.095 -0.199 0.359 -1.91 2.70 -1.06 0.029
O -2.927 1.434 -0.887 -0.08 -0.63 -0.43 0.009
O -0.894 0.332 -3.146 -2.20 -1.54 -4.22 0.929
O -0.802 0.856 2.925 0.07 -0.50 -0.39 0.004
O 1.155 0.124 1.575 -0.24 -0.02 0.30 0.004
O -1.475 2.290 0.846 -0.50 -0.23 -0.22 0.008
O -3.376 0.845 1.419 -0.13 -0.78 0.44 0.001
F -1.827 -1.295 0.389 -1.63 -2.89 0.20 0.004
S -0.245 -0.036 1.941 1.92 -0.43 1.45 0.006
S -2.398 1.221 0.440 1.24 1.76 -0.25 0.003
H -0.405 2.687 -2.664 0.15 0.90 -0.35 -0.001
H 1.014 2.168 -1.603 0.75 0.48 -0.19 0.028
H -0.639 2.257 -0.901 0.99 1.17 -1.08 0.022
H -0.388 -1.430 3.711 -0.10 -0.84 -0.26 0.000
H -1.500 -1.859 2.293 -1.27 -0.71 0.59 0.000
H 0.164 -2.362 2.151 0.29 -0.31 0.42 0.000
H 0.797 -0.178 -0.635 0.26 0.04 0.33 0.020
H -0.331 -1.212 -1.465 -0.37 -0.21 1.16 0.000
```
Forces are in eV/Å.

***

Entry 4:
The following is a DFT calculation (ωB97M-V/def2-TZVPD) of C9H15Cl2O6PPmV as an isolated structure.

Output
HOMO (alpha / beta) = -22.8 / -22.8 eV
net charge = +4
gap between HOMO and LUMO (alpha / beta) = 3.423 / 4.470 eV
DFT total energy = -98386.670 eV
spin multiplicity = 7

The geometry in XYZ format:
```
35
Properties=species:S:1:pos:R:3:forces:R:3:lowdin_spin:R:1
V -0.635 0.393 -4.744 -6.47 1.19 7.35 1.936
Pm 0.274 0.559 -1.354 2.26 -0.13 1.57 4.060
Cl -1.482 -1.236 -3.068 1.44 1.35 -1.26 -0.108
Cl -1.067 2.207 -3.161 0.66 -1.01 -1.33 -0.006
C 1.415 2.883 -0.635 1.87 2.65 1.36 -0.007
C 0.049 -1.145 -5.534 3.84 -9.44 -5.96 0.005
C 0.122 1.585 -5.976 4.35 6.51 -8.59 0.009
O 2.021 3.749 -0.217 -1.78 -2.44 -1.23 0.000
O 0.374 -2.088 -6.138 -1.74 5.09 3.41 0.087
O 0.505 2.259 -6.840 -1.99 -3.38 4.68 0.064
C -3.678 -0.188 2.147 -0.07 0.14 0.30 0.000
C -2.940 0.177 0.882 -0.50 -0.08 0.64 0.000
O -2.307 -1.164 0.553 3.68 0.45 -0.70 -0.001
P -0.672 -0.938 0.650 -3.12 -3.52 5.66 -0.004
O -0.225 -1.611 2.090 -1.65 2.41 -4.55 -0.003
C 0.428 -0.973 3.243 1.29 0.14 2.87 0.000
C 0.051 0.471 3.547 -0.23 -0.45 -0.52 0.000
O 1.494 -0.063 0.512 -1.95 0.67 -1.86 -0.021
C 2.261 -0.982 -0.232 0.72 -0.44 1.52 -0.006
C 3.635 -0.400 -0.365 0.59 -0.23 -0.41 0.000
H -2.975 -0.441 2.950 -0.14 0.11 -0.18 0.000
H -4.274 -1.082 1.954 -0.14 0.22 -0.03 0.000
H -4.297 0.638 2.479 -0.19 0.12 0.06 0.000
H -3.539 0.582 0.044 0.27 -0.79 0.23 0.000
H -2.170 0.936 1.120 0.31 0.07 0.02 0.000
H 0.073 -1.595 4.079 0.08 -0.06 -0.50 0.000
H 1.534 -1.037 3.275 -0.62 -0.42 -0.93 0.000
H -1.009 0.576 3.751 -0.23 0.08 -0.03 0.000
H 0.582 0.807 4.450 -0.02 -0.25 -0.31 0.000
H 0.364 1.097 2.717 0.07 0.44 -0.16 0.000
H 2.281 -2.013 0.206 -0.14 0.73 -0.05 -0.002
H 1.844 -1.248 -1.240 -0.66 0.28 -0.93 -0.003
H 3.612 0.643 -0.669 -0.13 0.25 -0.25 0.000
H 4.125 -0.395 0.606 0.05 -0.18 0.05 0.000
H 4.225 -0.964 -1.082 0.27 -0.06 0.06 0.000
```
Forces are in eV/Å.